The following is a quantum chemistry calculation of a cluster of 4 separate species, C3H14NO4 in total at a distorted geometry, from the Open Molecules 2025 dataset.

The calculation puts the HOMO-LUMO gap at 0.300 hartree. The value obtained for the HOMO energy is -4.37 eV.

ORCA input file:
```
! wB97M-V def2-TZVPD RIJCOSX def2/J DEFGRID3
* xyz -1 1
C 0.75 -1.65 0.10
N -0.61 -1.17 -0.22
C -0.86 0.03 0.71
O -0.16 1.13 0.39
C 1.81 -1.38 -0.99
H 0.69 -2.74 0.25
H 1.11 -1.25 1.04
H -0.62 -0.95 -1.21
H -1.95 0.17 0.64
H -0.64 -0.41 1.69
H 1.91 -2.21 -1.69
H 1.51 -0.50 -1.55
H 2.78 -1.20 -0.53
H -3.27 -0.58 -0.15
H -2.58 -1.80 -0.79
O -3.46 -1.42 -0.59
H -1.01 2.64 0.12
H -0.10 3.86 0.45
O -1.01 3.62 0.27
H 2.19 1.98 -0.03
H 1.31 1.75 1.15
O 2.23 2.08 0.93
*
```